Computed, not measured: C28H44FeI2N3O5S2Si as an isolated structure, with ωB97M-V/def2-TZVPD.

XYZ file:
```
86
Properties=species:S:1:pos:R:3:lowdin_spin:R:1
Fe 1.21 1.63 -0.13 4.172
I 6.16 3.06 -5.71 0.003
C 4.64 2.94 -4.30 0.012
C 4.21 4.08 -3.65 -0.002
C 3.18 3.99 -2.72 0.015
I 2.57 5.68 -1.69 0.002
C 2.57 2.77 -2.43 0.015
O 1.57 2.71 -1.57 0.184
C 3.04 1.62 -3.08 0.011
C 2.46 0.28 -2.69 0.003
N 2.66 0.04 -1.25 0.053
C 4.06 0.03 -0.83 0.004
C 4.32 1.01 0.28 0.005
C 5.49 0.94 1.05 0.002
C 5.73 1.92 1.98 0.000
C 4.81 2.95 2.13 0.001
C 3.67 2.93 1.35 0.003
N 3.42 1.97 0.45 0.044
C 4.07 1.71 -4.00 -0.002
H 4.66 5.04 -3.86 0.000
H 2.91 -0.51 -3.30 0.001
H 1.38 0.26 -2.87 0.000
H 2.17 -0.80 -0.97 0.000
H 4.69 0.35 -1.67 0.000
H 4.40 -0.97 -0.55 0.001
H 6.19 0.13 0.89 0.000
H 6.62 1.89 2.59 0.000
H 4.96 3.76 2.83 0.000
H 2.92 3.70 1.43 0.000
H 4.42 0.81 -4.49 0.000
C 1.81 -1.30 2.10 0.001
C 1.69 -0.04 2.91 0.004
O 1.39 1.09 2.06 0.039
H 2.11 -2.12 2.75 0.000
H 2.59 -1.20 1.33 0.000
H 0.87 -1.56 1.60 0.001
H 2.63 0.18 3.43 0.001
H 0.90 -0.13 3.65 0.001
H 0.85 1.74 2.51 0.001
S -2.14 4.53 0.82 0.064
C -0.80 3.66 0.80 0.038
N 0.19 3.02 0.79 0.064
C -2.85 -4.26 -0.77 0.000
C -2.16 -3.16 -1.56 0.001
C -2.61 -3.14 -3.01 0.000
C -0.64 -3.33 -1.48 0.004
O -2.58 -1.90 -1.00 0.012
Si -2.01 -0.88 0.13 0.037
S -0.27 0.02 -0.65 0.185
O -1.54 -1.66 1.49 0.005
C -2.23 -1.94 2.72 0.001
C -2.08 -0.71 3.61 0.000
C -1.52 -3.14 3.32 0.000
C -3.70 -2.26 2.48 0.000
O -3.20 0.16 0.52 0.004
C -4.21 0.83 -0.27 0.000
C -5.28 -0.17 -0.67 0.000
C -3.55 1.46 -1.49 0.002
C -4.78 1.89 0.66 0.001
H -2.64 -5.24 -1.21 0.000
H -3.93 -4.10 -0.79 0.000
H -2.51 -4.27 0.26 0.000
H -2.32 -4.06 -3.51 0.000
H -2.16 -2.30 -3.53 0.000
H -3.70 -3.04 -3.06 0.000
H -0.37 -4.30 -1.88 0.000
H -0.30 -3.27 -0.45 0.001
H -0.14 -2.55 -2.06 0.002
H -1.02 -0.50 3.78 0.000
H -2.56 -0.87 4.58 0.000
H -2.53 0.16 3.13 0.000
H -0.45 -2.93 3.43 0.000
H -1.64 -4.01 2.68 0.000
H -1.92 -3.38 4.31 0.000
H -4.24 -1.38 2.12 0.000
H -4.16 -2.59 3.41 0.000
H -3.80 -3.05 1.75 0.000
H -4.85 -0.98 -1.26 0.000
H -6.05 0.33 -1.26 0.000
H -5.75 -0.60 0.22 0.000
H -3.15 0.70 -2.15 0.001
H -2.75 2.13 -1.18 0.001
H -4.29 2.04 -2.05 0.000
H -5.19 1.42 1.56 0.000
H -5.59 2.43 0.16 0.000
H -4.01 2.60 0.95 0.001
```

Its energy relative to the best compared isomer or geometry (same formula, charge and spin) is 22.1 kcal/mol. As for the net charge: 0. Its expectation value of S² is 8.765. The multiplicity is 6. For the total energy, the calculation gives -124601.6692 eV.